# 1
The following is a DFT calculation (wB97M-V/def2-TZVPD) of a single C18H19N3O3S molecule.

The geometry in XYZ format:
```
44
Properties=species:S:1:pos:R:3:forces:R:3:mulliken_charge:R:1
C 0.50707 4.11558 -4.62472 0.2 0.1 0.0 -1.362
C 1.23338 4.33717 -3.31565 -0.2 0.0 -0.3 1.084
O 2.28299 4.94882 -3.25733 0.3 0.2 -0.1 -0.655
N 0.64635 3.83542 -2.20076 -0.1 -0.1 0.4 0.183
C 1.27222 4.03656 -0.91139 0.5 0.1 0.1 -1.359
C 1.81448 2.71131 -0.36862 -0.2 0.2 -0.1 -0.946
C 0.72227 1.68338 -0.41727 -0.2 0.1 -0.2 0.416
C -0.35753 1.87908 -1.21894 0.0 -0.4 0.2 0.641
S -1.56207 0.62709 -1.07745 0.6 0.6 0.0 -0.265
C -0.58819 -0.15554 0.10611 0.1 0.3 -0.2 -0.010
N -1.01331 -1.30362 0.71225 0.2 -0.1 0.3 0.148
C -2.19473 -1.88095 0.38206 -0.1 -0.3 0.2 0.753
O -2.91221 -1.39658 -0.47348 -0.3 -0.3 0.0 -0.697
C -2.55083 -3.13261 1.16336 0.0 0.0 -0.1 -1.183
C -1.37920 -3.73700 1.88102 -0.1 -0.2 0.1 0.216
C -1.08679 -3.37454 3.19100 -0.1 -0.1 -0.1 -0.183
C 0.01863 -3.89926 3.83558 0.1 0.0 0.1 -0.558
C 0.84589 -4.79209 3.17729 0.1 0.0 0.1 -0.419
C 0.56216 -5.15995 1.87317 0.1 0.0 -0.1 -0.673
C -0.54283 -4.63436 1.22825 0.0 0.0 0.0 -0.080
C 0.61456 0.47925 0.35194 -0.5 -0.3 -0.1 -0.425
C 1.56500 -0.13513 1.28603 0.0 0.1 -0.1 0.752
N 2.83129 0.34037 1.29157 0.3 0.1 0.1 -0.344
O 1.24551 -1.05446 2.03610 0.0 -0.2 0.2 -0.719
C -0.55674 3.03901 -2.14410 -0.4 0.0 -0.1 -1.029
H 1.04254 4.65778 -5.39932 0.0 0.0 0.0 0.334
H 0.49542 3.05892 -4.88401 -0.1 -0.1 0.0 0.322
H -0.51419 4.48449 -4.57030 -0.1 0.0 0.0 0.362
H 0.52661 4.44145 -0.21895 0.0 0.0 0.0 0.351
H 2.07846 4.75923 -1.04495 -0.2 -0.1 0.1 0.442
H 2.66026 2.40138 -0.99165 0.1 0.0 0.1 0.384
H 2.15969 2.86097 0.65595 0.1 0.0 0.0 0.499
H -0.37143 -1.65809 1.43331 -0.2 0.1 -0.2 0.234
H -3.33262 -2.84752 1.87292 0.0 0.0 -0.1 0.343
H -2.99218 -3.83944 0.45755 0.0 0.1 0.0 0.439
H -1.72907 -2.67550 3.70772 -0.1 0.1 0.0 0.318
H 0.23615 -3.60685 4.85165 0.0 0.0 0.1 0.381
H 1.71065 -5.20015 3.67878 0.1 0.0 0.0 0.395
H 1.20457 -5.85708 1.35546 0.0 -0.1 0.0 0.391
H -0.76064 -4.92062 0.20903 0.0 0.0 -0.1 0.422
H 3.17464 0.96049 0.58275 0.0 0.0 0.0 0.148
H 3.49313 -0.13031 1.88678 0.0 0.0 0.0 0.239
H -1.39571 3.65564 -1.78311 0.0 -0.1 -0.1 0.182
H -0.82282 2.66846 -3.13438 0.0 0.1 0.0 0.527
```
Forces are in eV/Å.

For the gap between HOMO and LUMO, the calculation gives 8.7549 eV. As for the HOMO energy: -8.13 eV. The spin multiplicity is 1. The relative energy (zero: lowest compared OMol25 entry of this formula, charge and spin) comes out at 0.2730 eV.

---

# 2
The following is a DFT calculation (wB97M-V/def2-TZVPD) of a single C18H19N3O4 molecule.

The geometry in XYZ format:
```
44
Properties=species:S:1:pos:R:3:forces:R:3:mulliken_charge:R:1
C -2.38663 -2.17412 -1.53654 -0.1 0.0 -0.2 -1.064
O -1.86685 -1.93373 -0.25303 0.2 0.0 0.3 -0.390
C -0.50585 -1.80101 -0.12455 0.0 0.0 0.1 0.581
C 0.40840 -1.93958 -1.15825 -0.4 -0.1 0.0 -0.706
C 1.75867 -1.75335 -0.91765 0.3 0.1 0.3 -0.841
C 2.23102 -1.41545 0.34642 -0.5 -0.4 -0.2 0.497
N 3.59454 -1.28460 0.58910 0.5 -0.1 -0.1 -0.324
C 4.11580 -0.15000 1.33186 0.3 0.0 0.1 -0.589
C 4.65836 0.88715 0.35793 -0.1 -0.1 0.2 0.337
O 5.83574 1.05707 0.12518 0.1 0.0 0.0 -0.648
N 3.70722 1.56662 -0.34795 0.5 0.8 -0.9 -0.394
N 2.39246 1.43265 -0.11463 -0.7 -0.1 0.3 0.164
C 1.55226 1.88033 -0.95831 0.9 0.1 -0.1 -0.592
C 0.13169 1.71545 -0.74867 -0.7 0.0 0.2 0.773
C -0.74748 1.76771 -1.83223 0.2 0.0 0.2 -0.858
C -2.08574 1.49113 -1.65495 -0.2 -0.1 0.2 -0.790
C -2.58252 1.18685 -0.39193 0.2 0.0 0.0 0.542
C -1.72226 1.22246 0.71409 -0.1 0.2 -0.2 0.610
C -0.37375 1.46646 0.52454 -0.2 0.1 -0.2 -0.567
O -2.17020 1.01405 1.98978 0.4 -0.1 -0.1 -0.481
C -3.57565 1.01226 2.10504 -0.6 -0.1 -0.2 -0.591
C -4.19338 0.21788 0.95658 0.1 -0.1 0.6 -0.316
O -3.90120 0.85167 -0.27194 0.1 0.2 -0.3 -0.493
C 1.30457 -1.30796 1.38546 0.1 -0.1 -0.2 -0.099
C -0.03809 -1.50084 1.15364 -0.1 -0.1 -0.2 -0.543
H -2.12039 -1.37015 -2.23087 0.0 0.0 0.0 0.409
H -2.04210 -3.13334 -1.93711 0.0 0.0 0.0 0.416
H -3.46959 -2.20266 -1.42150 0.1 0.0 -0.1 0.218
H 0.08900 -2.18529 -2.15885 -0.1 0.0 -0.1 0.432
H 2.45883 -1.86708 -1.73453 0.1 0.0 -0.1 0.269
H 4.16052 -1.49305 -0.22485 -0.1 0.0 0.1 0.263
H 3.32048 0.28666 1.93366 0.1 -0.1 0.0 0.345
H 4.94004 -0.48084 1.97151 -0.1 0.2 -0.1 0.302
H 4.03457 2.14689 -1.12635 0.0 -0.2 0.3 0.254
H 1.87253 2.36023 -1.89181 0.1 -0.1 0.1 0.366
H -0.37176 1.98657 -2.82054 0.1 0.0 -0.1 0.377
H -2.77405 1.49030 -2.48568 -0.1 0.0 -0.1 0.494
H 0.28644 1.46174 1.37431 0.1 0.0 0.2 0.518
H -3.95542 2.04347 2.07842 0.1 -0.1 0.0 0.295
H -3.80751 0.56226 3.07156 0.0 0.0 -0.1 0.379
H -3.77390 -0.79651 0.95594 -0.1 0.1 0.0 0.125
H -5.28045 0.17837 1.03528 0.1 0.0 0.0 0.410
H 1.64291 -1.08277 2.38468 0.0 0.0 0.1 0.477
H -0.75128 -1.41393 1.95778 -0.1 0.0 0.1 0.435
```
Forces are in eV/Å.

For the gap between HOMO and LUMO, the calculation gives 7.9433 eV. As for the HOMO energy: -7.41 eV. The spin multiplicity is 1. The relative energy (zero: lowest compared OMol25 entry of this formula, charge and spin) comes out at 4.3120 eV.

---

# 3
The following is a DFT calculation (wB97M-V/def2-TZVPD) of a molecular structure, C18H19N4O4ReSTe.

The geometry in XYZ format:
```
48
Properties=species:S:1:pos:R:3:forces:R:3:mulliken_charge:R:1
Re 0.40875 0.46610 0.87839 0.0 0.4 -1.0 0.730
C -0.87403 4.71776 -1.68345 0.0 0.0 0.0 -0.792
N 0.27510 3.81365 -1.88295 0.0 0.0 0.0 0.074
C 1.02044 3.72036 -3.04287 0.0 0.0 0.0 -0.504
C 1.97171 2.78782 -2.84497 0.0 0.0 0.0 -0.361
N 1.80257 2.30896 -1.54495 0.0 0.0 0.0 0.265
C 0.74689 2.95547 -0.98796 0.0 0.0 0.0 0.142
S 0.11311 2.70036 0.61270 0.0 0.0 0.1 -0.237
C 2.71667 1.43226 -0.91409 0.0 0.0 0.0 0.764
C 4.04285 1.47750 -1.28791 0.0 0.0 0.0 -0.830
C 4.93322 0.55466 -0.75731 0.0 0.0 0.0 -0.484
C 4.47254 -0.40144 0.13847 0.0 0.0 0.0 -0.859
C 3.15015 -0.37259 0.50087 0.0 0.1 0.0 0.031
N 2.26482 0.54269 0.00642 0.2 -0.2 0.0 -0.084
H -1.02013 5.27704 -2.60186 0.0 0.0 0.0 0.319
H -0.65591 5.40456 -0.86917 0.0 0.0 0.0 0.374
H -1.76263 4.12966 -1.46676 0.0 0.0 0.0 0.353
H 0.79800 4.31500 -3.91321 0.0 0.0 0.0 0.465
H 2.71930 2.39671 -3.51250 0.0 0.0 0.0 0.560
H 4.38206 2.24074 -1.97385 0.0 0.0 0.0 0.573
H 5.97727 0.58811 -1.04273 0.0 0.0 0.0 0.483
H 5.12890 -1.14861 0.56187 0.0 0.0 0.0 0.448
H 2.74634 -1.08707 1.20618 0.0 0.0 0.0 0.517
O 0.41148 -1.73166 0.92970 0.0 -0.1 0.0 -0.445
C -0.68239 -1.70032 0.31432 0.1 0.0 0.1 1.278
O -1.05349 -0.38744 0.09262 -0.2 -0.2 0.0 -0.486
C -1.50427 -2.76332 -0.13115 0.0 0.0 0.0 0.259
C -1.11208 -4.09747 0.10540 0.0 0.0 0.0 -0.608
C -1.91612 -5.12546 -0.33377 0.0 0.0 0.0 -0.751
C -3.10501 -4.83998 -1.00677 0.0 0.0 0.0 -0.370
C -3.46829 -3.52030 -1.22921 0.1 0.0 0.0 -0.296
C -2.69813 -2.46720 -0.80734 0.0 0.0 0.0 -0.228
N -4.73069 -3.21837 -1.95029 -0.1 0.0 0.0 1.033
O -5.39609 -4.16007 -2.29487 0.0 0.0 0.0 -0.549
O -4.98228 -2.04452 -2.11932 0.0 0.0 0.0 -0.587
H -0.18677 -4.30617 0.62563 0.0 0.0 0.0 0.481
H -1.63126 -6.15356 -0.16110 0.0 0.0 0.0 0.456
H -3.75492 -5.62953 -1.36254 0.0 0.0 0.0 0.553
H -3.02716 -1.45674 -1.00394 0.0 0.0 0.0 0.677
C -0.42063 -1.01179 4.17869 0.1 -0.1 -0.1 -0.922
Te 0.52549 0.75038 3.45575 -0.1 0.0 0.8 0.379
C -1.05951 2.06679 3.97956 0.1 0.1 0.0 -1.008
H -1.48871 -0.92592 4.00022 0.0 0.0 0.0 0.364
H -0.19351 -1.04916 5.24162 0.0 0.0 0.0 0.396
H 0.00634 -1.86752 3.66261 0.0 0.0 0.0 0.307
H -0.98381 2.18519 5.05861 0.0 0.0 0.0 0.377
H -2.00363 1.61301 3.69275 0.0 0.0 0.0 0.398
H -0.90258 3.02142 3.48446 0.0 0.0 0.0 0.346
```
Forces are in eV/Å.

For the gap between HOMO and LUMO (alpha / beta), the calculation gives 6.5861 / 6.3719 eV. As for the HOMO energy (alpha / beta): -17.78 / -17.78 eV. The spin multiplicity is 2. Its net charge is +3. The relative energy (zero: lowest compared OMol25 entry of this formula, charge and spin) comes out at 0.0000 eV.